Formula: C9H7MnN2O5
Source: OMol25
Level of theory: wB97M-V/def2-TZVPD

Atoms and positions in Å:
O  -1.75  5.90  0.88
C  -1.24  4.88  0.72
Mn  -0.14  0.06  -0.06
C  -0.76  -1.88  -0.29
O  -1.71  -2.56  0.02
C  0.72  -3.48  -0.42
O  1.23  -4.20  -1.15
C  1.60  -0.30  -0.43
O  2.76  -0.30  -0.50
C  -1.27  0.71  -1.47
O  -2.02  1.24  -2.20
H  -0.29  1.43  0.18
C  1.55  1.64  2.34
C  0.66  0.53  2.62
N  -0.03  -0.29  1.83
C  -0.78  -1.14  2.69
C  -0.58  -0.74  3.97
N  0.37  0.25  3.91
H  1.04  2.45  1.83
H  1.86  2.02  3.31
H  2.45  1.34  1.82
H  -1.35  -1.98  2.33
H  -1.08  -1.00  4.86
H  0.81  0.72  4.65

* frontier orbital gap (alpha / beta): 6.656 / 7.641 eV
* charge: +1
* multiplicity: 6
* relative energy (zero: lowest compared OMol25 entry of this formula, charge and spin): 0.0 kcal/mol
* E_LUMO (alpha / beta): -3.8 / -5.7 eV

=====

Formula: C18H41CeN2O2P3
Source: OMol25
Level of theory: wB97M-V/def2-TZVPD

Atoms and positions in Å:
Ce  0.60  -0.16  -0.36
P  0.58  -1.49  2.29
P  -0.91  -2.20  -1.33
P  -1.47  1.00  1.20
H  2.99  3.46  -0.61
C  2.48  3.43  0.36
C  2.99  2.76  1.41
H  3.94  2.21  1.31
C  1.99  -2.60  2.67
C  -0.78  -2.67  2.63
C  0.69  -0.55  3.86
C  -1.26  -1.69  -3.05
C  -0.19  -3.86  -1.47
C  -2.50  -2.55  -0.60
C  -0.81  2.36  2.24
C  -2.66  0.29  2.40
C  -2.60  1.85  0.04
H  1.50  3.93  0.41
H  2.46  2.64  2.37
H  2.91  -2.02  2.85
H  2.16  -3.33  1.86
H  1.72  -3.14  3.58
H  -0.88  -3.38  1.80
H  -1.72  -2.14  2.78
H  -0.51  -3.22  3.54
H  1.65  -0.01  3.88
H  0.66  -1.27  4.69
H  -0.13  0.17  3.97
H  -1.84  -2.52  -3.46
H  -0.33  -1.62  -3.64
H  -1.85  -0.76  -3.21
H  -0.89  -4.47  -2.04
H  -0.02  -4.31  -0.48
H  0.79  -3.83  -1.97
H  -2.99  -3.30  -1.22
H  -3.11  -1.64  -0.56
H  -2.40  -2.91  0.43
H  -1.56  3.17  2.28
H  0.13  2.75  1.85
H  -0.65  2.01  3.26
H  -3.50  0.99  2.53
H  -2.18  0.13  3.37
H  -3.06  -0.67  2.03
H  -3.42  2.29  0.63
H  -3.05  1.12  -0.65
H  -2.10  2.61  -0.57
C  -0.23  2.05  -3.12
C  -0.75  1.74  -4.38
C  -1.68  2.62  -4.91
C  -2.06  3.76  -4.21
C  -1.38  4.10  -3.04
C  -0.39  3.28  -2.50
O  0.17  0.96  -2.31
H  -0.36  0.12  -2.59
H  -0.48  0.82  -4.89
H  -2.16  2.40  -5.85
H  -2.89  4.37  -4.56
H  -1.66  5.00  -2.52
H  0.15  3.50  -1.58
N  4.33  -0.71  1.31
C  3.73  -1.23  0.21
N  4.19  -2.38  -0.34
O  2.71  -0.67  -0.28
H  5.19  -1.11  1.66
H  3.97  0.14  1.70
H  3.67  -2.77  -1.12
H  5.02  -2.85  0.02

* frontier orbital gap (alpha / beta): 4.430 / 4.461 eV
* charge: +4
* E_LUMO (alpha / beta): -15.2 / -15.2 eV

=====

Formula: C4H13N3O
Source: OMol25
Level of theory: wB97M-V/def2-TZVPD

Atoms and positions in Å:
C  1.59  -1.11  -0.74
C  1.32  1.41  -0.51
C  1.27  0.06  0.18
O  1.57  -2.33  -0.06
N  1.75  -0.11  1.43
H  1.85  -2.13  0.85
H  1.74  0.75  1.97
H  0.86  -1.15  -1.55
H  2.59  -0.92  -1.18
H  1.02  2.20  0.18
H  2.34  1.62  -0.85
H  0.66  1.42  -1.37
C  -3.03  0.31  0.06
N  -1.90  -0.48  -0.38
N  -0.45  -0.23  0.63
H  -1.58  -0.14  -1.29
H  -0.74  0.47  1.31
H  -0.83  -1.18  0.78
H  -2.83  1.40  0.13
H  -3.36  -0.04  1.03
H  -3.86  0.18  -0.65

* frontier orbital gap (alpha / beta): 8.640 / 8.639 eV
* charge: 0
* relative energy (zero: lowest compared OMol25 entry of this formula, charge and spin): 121.1 kcal/mol
* E_LUMO (alpha / beta): 0.6 / 0.6 eV